(1)
Here is a molecular structure, C26H24ClN3O3S at a distorted geometry from the Open Molecules 2025 dataset. Energies are from ωB97M-V/def2-TZVPD.

The geometry in XYZ format:
```
58
Properties=species:S:1:pos:R:3:forces:R:3
C -5.733 -0.302 -2.107 -2.277 -0.885 1.116
N -4.810 -1.185 -1.728 2.677 -3.050 3.658
C -3.891 -0.639 -0.845 0.181 3.758 7.278
C -2.866 -1.575 -0.177 -6.484 -3.813 -6.649
N -2.101 -2.033 -1.285 -1.867 -2.376 -0.442
C -0.748 -2.026 -1.399 -6.983 1.960 4.104
O -0.233 -2.409 -2.312 5.357 -5.054 -10.763
C 0.109 -1.413 -0.527 1.331 2.314 6.763
C 0.817 -0.256 -0.787 -0.006 -0.044 1.418
C 1.550 0.338 0.230 0.025 -4.202 0.366
C 1.825 -0.524 1.409 5.292 12.972 -2.287
C 1.223 -1.555 1.648 -4.812 -5.780 1.317
C 0.211 -1.866 0.781 -2.184 -7.164 -0.927
H -0.297 -3.097 1.016 1.055 4.123 -0.706
H 1.283 -1.899 2.612 0.181 -1.732 2.152
S 2.879 0.380 2.839 -0.372 4.785 -10.326
O 2.760 -0.374 3.949 -0.368 -5.893 8.254
C 4.246 -0.089 1.749 -0.394 0.422 -3.803
C 5.004 -1.197 1.924 1.239 -2.267 7.868
C 6.137 -1.594 1.334 -0.636 3.641 -5.003
C 6.415 -0.796 -0.020 7.564 -12.891 8.326
C 5.610 0.045 -0.220 -9.362 12.324 -7.059
C 4.448 0.436 0.449 -1.547 0.735 5.143
C 3.623 1.601 0.176 -0.461 6.501 -8.467
O 4.175 2.740 -0.555 -2.689 -5.947 4.844
N 2.172 1.493 -0.080 5.303 1.737 2.423
C 1.361 2.782 -0.409 -0.584 -8.988 -6.204
C 0.238 2.642 0.360 0.259 3.191 8.404
C -1.022 2.715 0.136 -4.550 -0.820 -3.777
C -2.171 2.855 0.967 0.430 -0.756 -7.606
C -1.866 2.924 2.163 -1.501 1.123 9.507
C -0.521 3.123 2.621 -3.351 -0.798 5.560
C 0.449 2.891 1.818 5.640 0.621 -2.427
H 1.501 3.109 2.225 -1.412 -0.710 -0.889
H -0.364 3.225 3.806 -0.326 0.063 -2.987
H -2.730 2.891 2.878 1.108 0.349 -0.139
Cl -3.726 2.889 0.150 0.523 -0.100 0.799
H -1.329 2.473 -0.827 -0.351 0.135 -2.345
H 1.069 2.403 -1.501 0.581 1.912 1.546
H 2.145 3.353 -0.411 3.517 4.878 0.235
H 5.566 0.719 -1.125 0.956 -0.823 0.417
H 7.267 -1.292 -0.368 1.139 0.595 -1.840
H 6.864 -2.274 1.621 0.767 -1.434 0.880
H 4.895 -1.488 3.094 0.108 -0.409 -2.601
H 0.746 0.154 -1.739 -0.027 0.989 -1.520
C -3.116 -2.788 -2.240 6.636 -1.252 -0.224
C -4.011 -1.708 -2.714 -1.187 -3.380 -5.567
H -3.474 -0.917 -3.265 0.426 -0.179 0.104
H -4.589 -2.291 -3.605 0.440 1.547 1.940
H -3.419 -3.714 -1.682 -0.711 1.336 -0.372
H -2.343 -3.289 -3.072 -2.334 1.757 1.684
H -3.412 -2.389 0.302 0.141 -0.198 0.248
H -2.275 -1.161 0.387 5.532 4.831 6.427
H -3.258 0.265 -1.114 -0.806 -0.674 -0.904
H -4.497 -0.109 0.160 1.200 -1.503 -2.723
H -5.305 0.412 -2.577 3.003 5.495 -3.926
H -6.203 0.203 -1.347 -1.715 0.380 2.140
H -6.278 -0.817 -2.767 -3.315 -1.350 -2.434
```
Forces are in eV/Å.

Summary:
HOMO energy = -8.572 eV
frontier orbital gap = 7.9 eV
LUMO level = -0.68 eV
DFT total energy = -2252.88319 a.u.

natural (NBO) atomic charge list, values in e, 4 entries: C -0.378; N -0.460; C -0.200; C -0.204



(2)
Here is a molecular structure, C26H24Co2O9 at a distorted geometry from the Open Molecules 2025 dataset. Energies are from ωB97M-V/def2-TZVPD.

The geometry in XYZ format:
```
61
Properties=species:S:1:pos:R:3:forces:R:3
C 4.358 -1.288 1.625 0.180 -0.227 0.034
C 3.535 -0.037 1.775 -1.024 -0.078 -0.016
O 2.143 -0.483 1.841 1.218 0.257 0.032
C 1.206 0.441 2.147 -0.988 1.677 -0.640
C -0.133 -0.171 2.138 -0.618 -1.048 2.157
C -1.317 0.490 2.226 1.048 1.810 -0.473
O -1.525 1.763 1.683 -0.131 -2.415 2.720
C -2.584 0.029 2.795 -0.885 -0.587 0.143
C -3.475 -0.650 1.738 -0.195 0.103 0.309
C -3.017 -2.050 1.353 -0.091 -0.109 -0.437
C -1.686 -2.124 0.579 0.012 -0.287 -0.128
C -0.503 -2.598 1.424 0.168 -0.006 -0.355
C -0.157 -1.650 2.563 0.214 0.473 0.419
O 1.440 1.623 2.383 0.269 -1.683 0.287
H 5.409 -1.020 1.514 0.072 0.003 -0.025
H 4.266 -1.931 2.505 -0.044 0.043 -0.082
H 4.057 -1.861 0.743 -0.014 0.122 0.106
H 3.775 0.510 2.693 -0.034 0.026 -0.230
H 3.634 0.616 0.902 0.023 0.043 0.272
H -2.412 -0.652 3.637 -0.161 0.051 -0.103
H -3.118 0.910 3.178 0.233 -0.117 -0.099
H -4.492 -0.715 2.146 0.023 0.015 -0.070
H -3.532 -0.010 0.846 0.084 -0.089 0.174
H -2.968 -2.682 2.252 -0.017 0.032 -0.075
H -3.797 -2.478 0.707 0.045 -0.007 0.201
H -1.810 -2.835 -0.252 0.065 0.175 0.115
H -1.438 -1.149 0.135 -0.092 -0.237 0.064
H -0.703 -3.597 1.843 -0.020 0.053 -0.108
H 0.381 -2.690 0.775 -0.178 0.002 0.064
H 0.834 -1.915 2.959 -0.394 -0.043 -0.020
H -0.878 -1.778 3.389 0.202 -0.030 -0.277
O -0.388 1.067 -0.086 -1.894 0.064 0.539
C -0.910 2.032 0.519 0.651 0.288 -2.756
Co -0.823 3.860 0.078 -0.361 -0.508 0.813
C -2.094 4.353 1.136 0.225 1.606 -1.048
O -2.932 4.653 1.872 -0.482 -0.399 0.610
C 0.509 4.325 1.152 -0.306 0.910 -0.609
O 1.334 4.762 1.829 0.092 -0.320 0.316
C 1.290 4.180 -1.574 -0.709 -0.455 2.325
C 2.021 5.408 -1.430 0.646 0.526 -0.188
C 1.356 6.573 -0.969 0.096 0.172 -0.210
C 2.010 7.802 -0.926 0.113 -0.518 -0.028
C 3.344 7.902 -1.329 0.193 -0.100 -0.067
C 4.018 6.762 -1.785 -0.232 0.211 0.098
C 3.369 5.531 -1.846 -0.413 -0.019 0.260
C 0.997 2.912 -1.194 3.513 -0.517 1.182
C 1.327 1.700 -0.563 2.469 1.443 -1.901
Co -0.187 3.566 -2.352 -1.942 -0.129 -3.323
C -0.403 4.616 -3.719 -0.303 0.833 -0.697
O -0.536 5.309 -4.637 0.115 -0.203 0.185
C -1.905 3.733 -1.537 -0.500 0.305 1.637
O -3.048 3.747 -1.824 0.272 -0.075 -0.463
C -0.565 1.967 -2.879 -0.663 -0.853 -0.763
O -0.769 0.892 -3.251 0.217 0.289 0.222
H 0.305 6.506 -0.669 0.418 -0.226 -0.100
H 1.467 8.678 -0.568 0.163 -0.185 -0.097
H 3.853 8.866 -1.290 -0.057 -0.223 -0.028
H 5.061 6.836 -2.098 -0.209 0.003 0.049
H 3.879 4.639 -2.214 -0.094 0.263 0.093
H 1.521 0.837 -1.196 -0.230 -0.049 0.291
H 1.811 1.783 0.398 0.245 -0.054 -0.297
```
Forces are in eV/Å.

Summary:
ΔE to the lowest compared entry with this formula, charge and spin = 420.8 kJ/mol
HOMO energy = 1.501 eV
frontier orbital gap = 3.0 eV
LUMO level = 4.52 eV
DFT total energy = -4447.62772 a.u.
charge = -2

natural (NBO) atomic charge list, values in e, 4 entries: C -0.620; C -0.079; O -0.544; C 0.792



(3)
Here is a molecular structure, C26H24N7O4Ta at a distorted geometry from the Open Molecules 2025 dataset. Energies are from ωB97M-V/def2-TZVPD.

The geometry in XYZ format:
```
62
Properties=species:S:1:pos:R:3:forces:R:3
Ta 0.218 1.187 -0.074 1.619 -1.152 -0.065
C 1.451 1.226 4.328 -0.491 -0.091 0.180
O 2.635 1.227 3.458 0.316 0.037 -0.029
C 2.230 1.199 2.242 -0.247 -0.016 0.169
N 0.945 1.262 2.034 -0.098 0.151 -1.853
C 0.280 1.469 3.349 -0.316 0.117 0.148
C -0.953 0.611 3.462 0.062 -0.072 0.143
C -1.829 0.584 2.379 0.153 -0.059 -0.047
C -3.022 -0.116 2.433 -0.063 0.002 -0.113
C -3.362 -0.787 3.603 0.012 0.043 -0.016
C -2.507 -0.749 4.694 -0.058 -0.070 0.010
C -1.306 -0.051 4.631 0.033 0.084 -0.120
C 3.152 1.104 1.105 0.309 -0.090 -0.003
C 4.536 1.144 1.163 -0.089 -0.018 -0.004
C 5.244 1.098 -0.037 -0.021 -0.001 0.001
C 4.555 1.057 -1.249 -0.088 -0.031 0.032
C 3.170 1.027 -1.208 0.310 -0.077 -0.019
N 2.496 1.013 -0.055 -1.110 0.417 0.008
C 2.265 1.075 -2.360 -0.222 0.031 -0.176
N 0.981 1.197 -2.169 -0.172 0.184 1.912
C 0.328 1.337 -3.497 -0.285 0.098 -0.175
C 1.501 1.021 -4.453 -0.451 -0.095 -0.189
O 2.679 1.019 -3.572 0.296 0.019 0.055
C -0.913 0.486 -3.563 0.047 -0.068 -0.116
C -1.785 0.527 -2.476 0.127 -0.113 0.048
C -2.987 -0.163 -2.490 -0.065 0.023 0.122
C -3.342 -0.888 -3.622 0.039 0.047 0.027
C -2.486 -0.923 -4.713 -0.063 -0.070 -0.026
C -1.276 -0.237 -4.691 0.038 0.095 0.127
H 1.568 2.002 5.078 0.119 0.059 -0.099
H 1.414 0.252 4.813 0.084 -0.035 -0.077
H -0.047 2.513 3.396 0.180 0.044 -0.011
H -1.641 1.237 1.508 -0.171 -0.002 0.138
H -3.711 -0.094 1.598 -0.008 -0.007 0.007
H -4.311 -1.301 3.672 0.011 -0.018 0.010
H -2.779 -1.253 5.613 -0.020 0.016 0.002
H -0.684 -0.002 5.516 0.038 -0.019 -0.017
H 5.044 1.222 2.116 -0.013 -0.019 0.008
H 6.327 1.112 -0.028 -0.001 0.038 -0.006
H 5.078 1.062 -2.197 -0.017 -0.004 -0.010
H 0.018 2.381 -3.608 0.154 0.033 0.010
H 1.653 1.766 -5.229 0.102 0.059 0.097
H 1.441 0.033 -4.904 0.080 -0.037 0.082
H -1.604 1.229 -1.646 -0.163 -0.011 -0.198
H -3.669 -0.087 -1.653 -0.025 -0.014 -0.018
H -4.300 -1.388 -3.664 0.015 -0.029 -0.009
H -2.763 -1.476 -5.601 -0.023 0.018 -0.002
H -0.654 -0.249 -5.576 0.030 -0.014 0.010
N 0.095 -5.199 0.531 0.028 -0.019 0.028
C -0.918 -4.403 0.277 -0.069 -0.142 -0.007
N -2.153 -4.833 0.170 0.007 -0.090 0.010
N -0.693 -3.070 0.110 0.016 0.050 -0.028
C -0.329 -1.943 0.052 -0.035 0.037 0.048
N 0.004 -0.772 -0.020 -0.116 0.917 -0.026
H -0.034 -6.194 0.668 -0.045 -0.019 -0.019
H 1.040 -4.858 0.602 0.012 0.088 -0.018
H -2.377 -5.816 0.269 -0.004 -0.017 0.009
H -2.922 -4.212 -0.031 0.042 0.096 -0.010
O 0.944 3.291 -0.057 -0.309 -0.310 -0.048
C -0.247 3.663 -0.121 0.463 0.818 0.017
O -1.138 2.717 -0.138 0.170 -0.744 0.089
H -0.550 4.714 -0.166 -0.056 -0.050 0.007
```
Forces are in eV/Å.

Summary:
ΔE to the lowest compared entry with this formula, charge and spin = 53.8 kJ/mol
HOMO energy = -19.615 eV
frontier orbital gap = 5.9 eV
LUMO level = -13.76 eV
DFT total energy = -1745.12087 a.u.
charge = +4

natural (NBO) atomic charge list, values in e, 4 entries: Ta 2.402; C -0.086; O -0.362; C 0.663



(4)
Here is a molecular structure, C26H24NOPPdS at a distorted geometry from the Open Molecules 2025 dataset. Energies are from ωB97M-V/def2-TZVPD.

The geometry in XYZ format:
```
55
Properties=species:S:1:pos:R:3:forces:R:3
Pd 1.121 -0.997 -0.168 0.427 -0.298 0.884
C -1.337 0.767 2.578 0.023 0.082 0.049
C -2.445 0.245 1.711 -0.002 -0.015 -0.083
C -3.713 0.040 2.242 0.004 -0.003 -0.017
C -4.762 -0.416 1.458 -0.027 0.003 0.029
C -4.572 -0.674 0.110 0.004 -0.018 -0.030
C -3.320 -0.483 -0.448 -0.003 -0.027 0.044
C -2.259 -0.035 0.344 -0.081 0.072 -0.011
P -0.682 0.284 -0.439 -0.138 0.024 -0.548
C -0.695 -0.391 -2.135 -0.262 -0.075 0.173
C -0.814 -1.797 -2.130 0.037 0.072 -0.033
C -0.621 -2.535 -3.285 -0.024 0.002 -0.016
C -0.313 -1.871 -4.461 0.001 0.052 0.003
C -0.233 -0.485 -4.477 -0.014 -0.039 0.009
C -0.424 0.288 -3.334 0.014 0.019 -0.015
C -0.362 1.787 -3.459 -0.004 0.001 -0.004
C -0.218 1.994 -0.350 -0.034 0.006 0.009
C -1.061 3.100 -0.295 0.044 0.023 -0.021
C -0.491 4.359 -0.318 -0.032 -0.015 0.006
C 0.894 4.492 -0.403 0.023 0.019 -0.003
C 1.722 3.381 -0.444 0.018 -0.014 -0.006
C 1.162 2.107 -0.397 0.023 0.016 -0.021
C 1.999 0.859 -0.407 0.122 0.027 0.028
H -1.678 0.880 3.606 0.000 -0.019 -0.008
H -0.996 1.747 2.235 -0.015 -0.031 0.029
H -0.474 0.101 2.579 0.076 -0.068 -0.032
H -3.879 0.245 3.292 0.005 0.003 0.000
H -5.737 -0.565 1.903 0.005 0.001 0.004
H -5.392 -1.020 -0.505 0.004 0.001 -0.002
H -3.164 -0.683 -1.500 -0.037 0.025 0.020
H -1.109 -2.311 -1.220 0.051 -0.003 0.020
H -0.721 -3.611 -3.263 0.010 0.000 -0.003
H -0.153 -2.427 -5.374 -0.002 0.003 -0.001
H -0.028 0.022 -5.411 0.000 -0.006 -0.002
H -0.408 2.070 -4.509 0.006 -0.005 0.000
H 0.560 2.199 -3.045 0.000 -0.005 0.005
H -1.193 2.270 -2.946 0.000 -0.002 -0.006
H -2.135 2.972 -0.239 -0.004 0.001 0.002
H -1.116 5.241 -0.271 -0.002 -0.001 -0.004
H 1.332 5.481 -0.422 0.002 -0.004 0.002
H 2.797 3.505 -0.493 -0.004 -0.001 0.002
H 2.686 0.833 0.439 -0.011 -0.025 0.013
H 2.557 0.731 -1.338 -0.018 0.015 -0.004
O 1.466 -1.036 1.977 -0.144 0.133 -0.130
N 2.413 -1.852 2.438 -0.051 0.078 0.070
C 2.743 -1.710 3.744 -0.004 -0.042 0.031
C 3.675 -2.523 4.320 0.008 0.003 -0.010
C 4.291 -3.506 3.537 -0.039 0.025 -0.026
C 3.950 -3.619 2.213 0.012 0.006 0.028
C 2.994 -2.766 1.640 0.039 -0.056 -0.116
S 2.577 -2.854 -0.031 -0.009 0.075 -0.319
H 2.205 -0.924 4.251 0.006 -0.006 0.007
H 3.919 -2.390 5.363 0.000 -0.007 -0.001
H 5.032 -4.165 3.966 -0.002 0.001 0.002
H 4.410 -4.356 1.570 0.000 0.000 0.002
```
Forces are in eV/Å.

Summary:
ΔE to the lowest compared entry with this formula, charge and spin = 3.0 kJ/mol
multiplicity = 2
HOMO energy (alpha / beta) = -10.911 / -11.112 eV
frontier orbital gap (alpha / beta) = 7.0 / 6.8 eV
LUMO level (alpha / beta) = -3.93 / -4.29 eV
DFT total energy = -2002.32129 a.u.
charge = +1

natural (NBO) atomic charge list, values in e, 4 entries: Pd 0.737; C -0.667; C 0.050; C -0.201



Question: Which of these has the highest DFT total energy?
Answer: C26H24N7O4Ta